No. 1
The following is a quantum chemistry calculation of a molecular structure, C9H7O6P, from the OMol25 dataset.

```
23
Properties=species:S:1:pos:R:3
C 0.5392 -1.2269 1.4733
O 2.2479 1.4860 0.3097
C -3.2641 3.1412 -0.8914
C 2.5030 0.1694 0.7491
H 0.2566 -2.9934 -2.0667
O 1.2605 1.4764 -0.6866
C -0.4697 -2.1881 1.1846
O 0.0902 2.9886 1.1212
C 0.3584 -2.4773 -1.0954
O -0.7506 3.2480 -1.2740
H 2.1002 -1.2943 -1.6603
H -4.2163 2.7710 -0.5192
O -1.2050 1.0375 0.1171
H 0.6427 -0.7237 2.4443
H -1.0375 0.3652 -0.5711
H -1.3935 -3.5382 -0.2364
H -1.1869 -2.4118 1.9927
O 3.4794 -0.0666 1.3755
C 1.3831 -1.5248 -0.8608
P -0.1044 2.2305 -0.1043
C 1.4438 -0.9045 0.4133
C -0.5810 -2.8112 -0.0848
C -2.0960 3.2469 -1.1298
```

Computed properties:
Frontier orbital gap ... 10.2 eV
2S+1 ... 1

---

No. 2
The following is a quantum chemistry calculation of a molecular structure, C15H30B3F3O29S6, from the OMol25 dataset.

```
86
Properties=species:S:1:pos:R:3
C 2.9764 -8.2645 3.6706
O -3.9526 3.0282 7.2793
O -5.0140 -2.5936 9.8309
O -1.7239 2.3425 6.4867
H -2.9752 -0.1571 8.8082
H 2.7498 -8.7844 4.5973
O -3.8129 -0.5976 10.6353
O 2.4753 -6.4045 2.3543
O 2.1823 -8.7852 2.5991
O -1.9750 4.6537 -8.9268
C 3.6469 4.3466 -7.2082
H -2.9081 1.1617 9.9996
H -2.6220 2.4233 3.3325
O 0.1581 4.2146 -7.7468
O 3.5396 4.7095 -5.8255
C -3.5198 0.3553 9.6046
H 3.3905 -6.1972 4.2054
O 0.3030 -3.9021 -3.0918
H 3.6686 2.2009 -6.9382
O -6.0660 -1.0694 11.4764
S -1.2009 3.9048 -8.0114
H -2.4988 -4.7920 -3.7680
C 0.8568 -1.9211 -1.4644
O -3.2076 3.5261 4.9967
S -2.8288 3.5042 6.5530
H 4.0292 -8.4110 3.4188
H -0.0416 -1.7010 -0.8911
H 1.3677 -0.0099 -2.2099
H 1.7965 -0.8914 -4.3697
F -0.2411 0.6878 -3.7667
O 5.3260 3.1202 -6.1457
H 3.1920 4.4110 -0.2277
H -1.3954 3.5116 4.0207
H -2.1951 0.6795 -7.5420
B 0.5328 -5.6422 -1.2107
O 1.1406 -4.4196 -0.9675
C -1.7366 1.7255 5.1899
S 1.9963 -7.6561 1.4700
H -4.8364 1.2534 8.1322
O 4.3160 3.4121 -3.9153
O -2.0656 -4.2001 -3.1391
H 4.8413 2.7869 -8.1400
O -1.9718 3.8188 -6.6081
H -3.5837 2.5677 -6.8726
B -0.8335 -4.6342 -2.7581
C 4.3549 3.0109 -7.1944
O -0.6177 -5.7471 -1.9741
O -5.6986 -0.3395 9.1540
S 1.0854 1.9927 0.8927
O 2.9497 -7.8699 0.4461
O 0.6097 -7.5392 1.2180
H 1.0503 4.9070 0.8100
O 0.2053 3.1357 0.1949
O 0.8967 2.0682 2.2984
H -0.7806 1.3402 -6.6896
H 2.4498 3.2869 -1.3872
C -2.2040 2.8166 4.2546
C 2.3927 3.6900 -0.3743
O 2.5275 2.5963 0.5474
B 0.7782 -3.4380 -1.8757
C -4.8714 0.8357 9.1281
C 2.6206 -6.7946 3.7243
H 1.6660 -6.6341 4.2299
H -5.2984 1.5688 9.8159
O -2.1821 4.7161 6.8896
H 1.7134 -1.7566 -0.8207
O 5.7709 5.1718 -4.8832
O 1.9552 -1.3887 -3.5563
H 0.6276 4.8413 -0.9162
H -2.4415 0.8916 5.2134
F -0.6083 -1.3616 -4.3251
O -1.3080 2.3526 -8.4024
H 4.2414 5.1092 -7.7161
O 0.8970 0.7913 0.1664
H 1.0430 -6.6082 -0.7560
C 0.9825 -0.9422 -2.6214
S -5.2323 -1.2954 10.3536
F -1.3809 -0.5834 -2.5066
C 1.0296 4.2752 -0.0809
C -2.5758 2.5267 -6.4551
H 2.6634 4.2850 -7.6659
H -2.6291 2.2578 -5.4034
S 4.8073 4.1445 -5.0250
C -0.3349 -0.5737 -3.3118
H -0.7473 1.3558 4.9341
C -1.6863 1.5923 -7.2454
```

Computed properties:
Frontier orbital gap ... 10.7 eV
2S+1 ... 1

---

No. 3
The following is a quantum chemistry calculation of a gas-phase ion, C13H19B2INO4 (charge -1), from the OMol25 dataset.

```
40
Properties=species:S:1:pos:R:3
H 0.9281 2.7692 -1.4200
C 2.3003 0.8449 -0.3016
H 2.0528 1.7458 0.2640
C -0.8657 -1.3578 0.2602
H 3.3740 1.1864 -2.1389
H -1.1787 0.2831 -4.2402
H -1.4933 -4.1806 -1.4909
H -0.8393 0.1295 5.4579
C 0.3748 -0.2503 3.7377
O -1.8468 1.6763 -0.7547
H -2.5102 0.3150 -3.0757
C -1.5306 -3.4663 -0.6720
H -2.8990 -3.1901 2.2443
H 1.1615 2.4635 -3.1385
C -0.8190 -2.2843 -0.7828
I 3.0508 4.1109 -2.2152
O -0.5775 0.4110 -2.2986
C -2.3009 -2.9267 1.3772
H -2.4437 1.3725 -0.0614
C -1.6250 -1.7175 1.3643
C -0.1408 0.0014 0.2136
H 0.4539 -1.3189 3.9615
O -0.3177 0.6924 1.4083
H 3.3080 0.5512 0.0011
C 2.3322 1.1507 -1.8171
H -1.6091 1.8086 -3.4452
N -2.2793 -3.8045 0.3742
H -0.0317 1.5983 4.6680
B -0.8765 0.7215 -0.9965
H 1.4580 1.4404 2.5648
B 0.8421 0.3764 2.3274
C -1.5267 0.7288 -3.3060
H 1.8407 0.3502 -2.3715
H -0.2382 -2.0824 -1.6757
O 1.6742 -0.5455 1.5044
C 1.3950 -0.3060 0.1388
C -0.1964 0.5220 4.6696
C 1.6598 2.4763 -2.1724
H -1.6720 -1.0466 2.2133
H 1.6118 -1.2485 -0.3758
```

Computed properties:
Frontier orbital gap ... 6.8 eV
2S+1 ... 1
Charge ... -1

---

No. 4
The following is a quantum chemistry calculation of C4H8OS in the gas phase, from the OMol25 dataset.

```
14
Properties=species:S:1:pos:R:3
H 1.1608 -0.3528 -1.6745
O -0.2423 1.7254 -0.0086
H 2.7836 1.1446 -0.3498
C 0.9703 -0.4926 -0.6142
S 2.4586 0.0160 0.3260
H -1.3361 0.1751 1.9394
H 0.7310 1.8193 0.0907
C -0.2984 0.3056 -0.1604
H -2.4875 0.2562 -0.3646
H -0.3681 -1.1808 1.3276
H -1.6397 -1.2301 -0.8164
C -1.6671 -0.3465 -0.2476
C -0.9494 -0.3375 1.0122
H 0.8843 -1.5018 -0.4599
```

Computed properties:
Frontier orbital gap ... 9.8 eV
2S+1 ... 1
Energy above the lowest of the compared OMol25 structures with the same formula, charge and spin ... 42.4 kcal/mol

---

No. 5
The following is a quantum chemistry calculation of a molecular structure, C20H18BrN4ORuS4, from the OMol25 dataset.

```
49
Properties=species:S:1:pos:R:3
C 1.5920 2.7774 3.8535
H -1.9796 -4.0279 -0.3636
H 3.6323 2.7290 -1.0011
C 3.3355 2.1667 -1.8871
N -1.8002 -0.0417 -0.4546
C 0.2917 3.5335 2.0047
C -1.7642 -1.3780 -0.3113
H 2.1642 2.9579 4.7522
Br 1.4829 -3.4406 -0.2844
H -4.3768 -4.3384 -3.9061
C 0.0657 2.2084 1.6437
S 0.8349 -2.1166 4.6316
N -1.0135 0.5404 0.4660
C 1.0624 3.8222 3.1141
C 2.0436 -1.7054 -0.7456
N 1.5166 -0.6350 -0.1380
H -0.8405 3.4441 -0.8225
H -2.2174 3.4486 0.2852
C 1.9555 0.5638 -0.5434
Ru 0.0886 -0.6154 1.5888
C -3.8662 -3.7346 -3.1662
S 1.6264 -1.9446 2.8143
H 4.2324 -0.2620 -2.8670
C 1.3837 1.4846 3.4096
O -1.0891 -1.9802 0.5767
H -3.2427 -0.4935 -2.3782
H -3.1665 -5.4223 -2.0392
H 3.4071 -2.5075 -2.1759
H -0.1610 4.3200 1.4157
N 0.6795 1.1944 2.3153
C -3.1836 -4.3428 -2.1221
H 2.5093 2.7024 -2.3575
H 1.2431 4.8469 3.4121
C -2.5185 -3.5704 -1.1822
C 3.4615 -0.3573 -2.1116
H -2.1528 2.2633 -1.0301
S -1.5242 -0.6461 3.3148
H 4.1713 2.1472 -2.5840
S -0.6246 -1.4589 4.9135
C -2.5350 -2.1833 -1.2844
H 1.5020 1.4175 -0.0614
C 3.0144 -1.6063 -1.7297
C 2.9183 0.7687 -1.5153
C -3.8941 -2.3493 -3.2640
H -4.4297 -1.8728 -4.0753
C -3.2343 -1.5729 -2.3252
C -1.5573 2.8037 -0.3008
C -0.8530 1.8218 0.5800
H 1.8099 0.6412 3.9361
```

Computed properties:
Frontier orbital gap (spin up / spin down) ... 2.8 / 5.2 eV
Expectation value of S² ... 0.775
2S+1 ... 2
Energy above the lowest of the compared OMol25 structures with the same formula, charge and spin ... 109.8 kcal/mol

---

No. 6
The following is a quantum chemistry calculation of a molecular structure, C19H29N4O2P2Rh, from the OMol25 dataset.

```
57
Properties=species:S:1:pos:R:3
H 0.9627 -2.6550 -1.9661
C -0.0571 2.7904 -3.2930
N -4.1455 -4.9742 -0.7120
C 2.9659 -1.3024 1.0441
C -0.7336 -0.6662 2.9451
C -1.2157 -3.4235 2.7409
C -3.4917 0.6609 0.3722
C 1.7034 0.9142 -2.2051
N -3.1941 -2.9701 -1.8323
H -2.1385 3.1119 -1.5002
P 1.8335 -1.1513 -0.3681
H 3.3671 0.5730 -0.8424
H -1.8191 -3.2971 4.7984
C -0.7170 -2.7119 1.6420
H 3.3321 -0.3235 1.3875
H -1.7518 2.3401 2.2436
C -1.6359 2.6909 1.2032
Rh -0.3000 -0.3844 -0.1688
H 3.1091 1.5947 -3.6226
H -1.4060 -4.4874 2.6280
N -1.4251 -1.4116 -1.2053
C -1.1742 -1.3783 4.0692
O 4.0768 2.2046 0.4812
H 3.8420 -1.9108 0.7753
H 3.1899 2.5212 0.2970
N 0.4592 1.0520 -1.7080
C -1.4372 -2.7499 3.9424
H -3.8749 0.1515 -0.5185
C 1.2281 2.6730 -3.8182
H 1.5011 -3.5046 -0.4630
H -3.4718 -0.0502 1.2080
H -4.1631 1.4917 0.6182
H 1.5171 3.2749 -4.6789
C -0.5560 -1.3419 1.7385
H -0.4961 0.4034 3.0065
H 1.3746 2.2154 0.9271
H 2.7303 -2.9239 -1.6812
P -1.8238 1.2910 0.0795
H -0.4890 -3.2125 0.6961
H 3.3643 -0.4925 -2.2324
C 2.0853 1.7179 -3.2801
C -1.7946 2.0663 -1.6107
H 4.5809 2.4984 -0.3019
H -2.3719 3.4707 0.9470
H 2.4527 -1.7855 1.8831
C -0.4083 1.9614 -2.2204
H -2.5412 1.5099 -2.2131
C 2.7021 -0.0132 -1.5069
H -0.7993 3.4960 -3.6756
H 1.6288 3.4804 1.7339
C -3.6618 -4.0131 -1.1912
H -1.3200 -0.8533 5.0151
C -2.2660 -2.2371 -1.3658
O 1.4187 3.1648 0.8614
H 0.1276 0.5218 1.0470
C 1.7581 -2.7377 -1.2123
H -0.6314 3.1209 1.0627
```

Computed properties:
Frontier orbital gap (spin up / spin down) ... 4.4 / 6.0 eV
Expectation value of S² ... 6.042
2S+1 ... 5
Energy above the lowest of the compared OMol25 structures with the same formula, charge and spin ... 37.1 kcal/mol

---

No. 7
The following is a quantum chemistry calculation of C3H2Cl2O in the gas phase, from the OMol25 dataset.

```
8
Properties=species:S:1:pos:R:3
C 0.3198 -0.2334 0.7108
O 1.7795 0.3083 -1.0522
H -0.0659 -0.1990 -1.3669
C 2.7205 0.0779 -0.0466
H -0.6114 -0.6777 0.9771
C 0.5592 -0.0271 -0.5874
Cl 3.4576 -1.4387 0.1657
Cl 3.9143 1.3464 0.1902
```

Computed properties:
Frontier orbital gap (spin up / spin down) ... 7.7 / 9.3 eV
2S+1 ... 1
Energy above the lowest of the compared OMol25 structures with the same formula, charge and spin ... 114.8 kcal/mol

---

No. 8
The following is a quantum chemistry calculation of 14 unconnected molecules or ions with the total composition C60H81BClN18OS, from the OMol25 dataset.

```
163
Properties=species:S:1:pos:R:3
C -4.7814 6.3779 0.1840
C 0.7489 7.3644 -5.1736
C 1.4231 6.7943 -4.1258
H 0.3716 -1.8962 0.2162
C 0.2770 7.3156 1.3251
C 0.3294 -8.7378 1.8122
C 5.0708 3.4278 -6.8323
H 0.7225 6.1021 -2.2506
H 2.8249 -5.2133 3.6904
N -3.4832 4.8356 -0.7318
C -3.2850 -7.4761 -0.0414
N 0.4468 -8.2691 -4.1102
H 1.3911 -10.3213 2.8774
C -5.0658 -9.5823 -5.1185
H 4.0340 -7.8992 6.8587
H -1.5260 6.3114 -7.5663
H 1.7668 -9.9463 -4.1597
N 0.1254 5.9106 4.6756
H 2.6255 -7.5909 2.9261
C 1.4964 -9.0016 -4.6010
H -3.7913 4.7791 1.3828
N 1.3203 -1.4238 -1.4409
C -3.5834 -8.3495 -3.9658
C 0.0765 5.9620 6.8891
C 4.4270 -7.1317 9.7110
C -0.6198 7.4483 -4.8021
C 0.6595 7.5380 -9.6357
H -0.3100 7.9463 1.9726
H -5.3283 6.9563 0.9098
C 5.3546 2.4392 -4.8343
C 3.6898 -7.4919 5.9245
H -3.4112 -8.5178 -0.2863
H 1.1468 -9.2006 -1.2987
H 1.4362 -6.3442 -6.5436
C 1.6956 7.2951 1.2093
C 6.0030 3.1713 -5.7917
H -3.4807 -10.5362 -6.3664
N 4.0664 2.2389 -5.2585
H -2.3907 7.8988 7.0275
H -0.5206 8.8082 -10.9590
H 1.5877 0.9519 2.7669
C 2.0179 6.3496 0.2753
H -0.2214 -8.1671 2.5417
N 2.9472 -7.3362 3.8451
C 3.0719 -6.0563 4.3139
C -0.4221 -0.2284 -0.4555
C -1.4939 10.4212 8.7463
H -0.2442 -7.6480 0.0972
H -4.4070 9.0786 7.9343
C 0.7065 2.8139 2.1679
H -5.1034 -1.1502 -0.0196
C -4.9211 -8.6192 -4.0852
C 0.8928 6.0830 5.7967
H -3.9071 -2.4753 -0.5469
H 0.4633 5.9535 3.7294
C 2.2255 -0.6743 -1.7197
H -1.1905 0.8506 -4.2876
N -1.3827 2.3001 -1.6052
H -2.5943 7.9757 -9.4178
H -1.0687 1.2111 2.4217
N 0.5137 6.5264 -3.1375
H -2.1230 5.5496 7.0023
H -2.0428 -2.1029 -1.6969
H -3.0492 -7.6848 -3.3065
C 1.2812 -7.1161 -5.8080
C -3.3975 9.4056 8.1188
H -2.4946 -0.9543 -2.9286
H -0.1315 -8.5338 -3.3321
H -0.9634 3.0906 -2.0971
H -0.7948 11.1079 9.1944
H 0.9331 6.1974 -8.0234
C -0.7337 6.9267 -3.5411
C -1.1716 5.6728 5.0404
H -1.4272 7.8477 -5.3938
H 1.5178 1.2522 0.9654
N 0.8461 5.7981 -0.1825
C -1.1677 9.3320 7.9819
N 0.7301 -1.0155 -0.1718
C -3.9206 5.6377 -1.7570
N -0.9034 0.4697 0.5059
N -2.3309 8.7223 7.6000
C -4.0049 -6.7807 0.8911
C 1.0559 -9.2871 -0.2286
H -1.5896 6.8058 -2.8970
C 3.5280 -6.1197 5.6040
H -0.4690 -6.4088 -4.6189
H -2.0436 -4.4083 -0.1569
H -0.2998 3.0942 1.8183
S 3.1983 0.4274 -2.1948
H -3.5830 0.5132 -0.8344
H -5.2197 7.3872 -1.7675
H 3.3033 -9.2788 4.6430
C 4.8742 -6.0982 10.4899
O -0.5733 1.2604 -3.6622
H 1.6859 7.6017 -9.9559
H 0.7791 5.0763 -0.8754
H -5.7082 -8.1763 -3.4970
H 2.9715 6.0224 -0.1047
H 3.3633 1.7289 -4.7565
H 5.4892 -8.5214 8.5228
H 1.4027 3.4637 1.6321
C -1.0480 6.8522 -8.3656
H 2.3973 7.9072 1.7512
C 6.6580 -7.1008 9.5619
C 1.1496 -9.8280 1.9499
H -3.8885 -4.7612 1.5028
H -1.9203 -9.1087 -5.0274
N 0.3026 6.7551 -8.5703
H -2.3893 2.4425 -1.6803
H -4.8031 -7.0899 1.5441
N -2.9164 -9.1083 -4.8886
H 2.4666 6.5565 -3.9989
C -0.3826 0.5746 1.8653
H -3.5033 11.1966 9.3612
H 5.6968 2.0435 -3.8922
H 6.9634 -5.3924 10.8831
C -0.2193 6.3820 0.4576
C -2.9105 10.4676 8.8336
C -0.4736 8.1339 -10.1201
H 2.2734 -10.9872 0.3972
H -1.2324 6.0832 0.2389
C -1.5582 7.6984 -9.3136
C -4.1829 -1.4214 -0.5264
N -3.5425 -5.4917 0.9072
C -2.1979 -1.0330 -1.8731
H -0.2125 8.9393 7.6762
H -5.9852 -10.0180 -5.4729
N -0.9325 -0.2504 -1.7447
C 0.3083 -7.1200 -4.8461
C 3.8860 2.8430 -6.4740
N 5.5189 -7.7351 9.1458
H 2.8767 -8.6261 -6.2464
H 4.2546 -5.4303 11.0654
H 7.6276 -7.4309 9.2293
H -2.8740 4.0490 -0.8343
H -1.9345 5.5068 4.2979
N 0.2811 -8.4121 0.4856
H 1.1875 7.6875 -6.1029
H 2.9340 2.8028 -6.9760
H 1.9491 6.2778 5.7194
C 0.9931 1.2905 1.9209
C -4.0111 5.2804 0.4548
C 1.6112 -10.1766 0.6529
B -0.9809 1.1069 -2.3482
H 0.3836 6.0500 7.9182
H 5.2509 3.9794 -7.7402
H 3.4309 -7.4890 9.5097
C 6.2911 -6.0782 10.3947
C 2.0352 -8.3106 -5.6523
H 3.7254 -5.2773 6.2468
H 0.7029 3.0467 3.2378
H -1.7174 1.0394 0.2917
C -3.8117 -9.8650 -5.5921
H -3.6197 5.4499 -2.7748
C -1.2347 5.7005 6.4093
H 7.0316 3.4891 -5.7516
C -4.7247 6.6036 -1.2186
C -2.3537 -6.5720 -0.6156
Cl -0.4044 -0.9937 2.7497
C 3.3260 -8.2165 4.8190
C -3.3774 -0.5362 -1.0514
C -2.5387 -5.3549 -0.0124
H -1.6297 -6.7896 -1.3860
```

Computed properties:
Frontier orbital gap ... 4.8 eV
2S+1 ... 1
Charge ... +1